## i
{"formula": "C5H11N2", "method": "ωB97M-V/def2-TZVPD", "s2": 2.0115, "total_charge": 1, "spin_multiplicity": 3, "homo_energy_ev": [-11.3, -13.9], "species": ["N", "N", "C", "C", "C", "C", "C", "H", "H", "H", "H", "H", "H", "H", "H", "H", "H", "H"], "coordinates": [[-1.468, -1.134, 1.006], [0.588, -1.678, -0.699], [1.733, 0.589, -0.354], [-1.224, 1.354, 0.919], [0.902, 0.595, -1.583], [-0.529, 0.123, 0.435], [0.542, -0.305, -0.317], [-1.154, -2.107, 1.183], [1.413, -2.203, -0.411], [-2.232, -0.893, 1.584], [2.693, 0.147, -0.365], [1.145, -0.202, -2.454], [1.886, 1.508, 0.338], [-1.624, 1.204, 1.932], [0.196, 1.332, -1.907], [-0.577, 2.339, 0.955], [-0.157, -2.313, -0.629], [-2.134, 1.644, 0.367]]}

---

## ii
{"formula": "C5H11N2", "method": "ωB97M-V/def2-TZVPD", "s2": 2.0274, "total_charge": 1, "spin_multiplicity": 3, "homo_energy_ev": [-12.6, -13.1], "species": ["N", "N", "C", "C", "C", "C", "C", "H", "H", "H", "H", "H", "H", "H", "H", "H", "H", "H"], "coordinates": [[-2.563, 1.139, 1.667], [0.511, -0.399, -0.434], [-0.864, -0.018, 0.491], [0.817, -1.745, -0.612], [1.895, -2.256, -1.130], [-1.340, 1.330, 0.843], [1.335, 0.715, -0.730], [2.121, 0.282, -1.280], [-1.385, 2.072, 0.077], [-0.592, 1.764, 1.433], [-1.217, -0.904, 0.853], [-2.870, 1.977, 2.157], [-3.201, 0.605, 1.096], [-0.013, -2.361, -0.292], [1.827, 1.105, 0.187], [1.880, -3.234, -1.533], [2.784, -1.676, -1.408], [0.876, 1.603, -1.387]]}

---

Winner for stability: ii

---

## i
{"formula": "C3H4N2S2", "method": "ωB97M-V/def2-TZVPD", "spin_multiplicity": 1, "homo_energy_ev": -7.9, "smiles": "SNc1ccsn1", "species": ["S", "S", "N", "N", "C", "C", "C", "H", "H", "H", "H"], "coordinates": [[1.849, 2.145, 0.769], [0.292, -1.114, -1.937], [0.305, 1.296, 0.924], [0.877, 0.054, -0.979], [0.107, 0.233, 0.094], [-0.957, -0.769, 0.283], [-1.009, -1.541, -0.857], [2.035, 1.426, -0.222], [-0.062, 1.474, 1.876], [-1.711, -2.331, -1.065], [-1.726, -0.874, 1.114]]}

---

## ii
{"formula": "C3H4N2S2", "method": "ωB97M-V/def2-TZVPD", "spin_multiplicity": 1, "homo_energy_ev": [-8.2, -7.7], "species": ["S", "S", "N", "N", "C", "C", "C", "H", "H", "H", "H"], "coordinates": [[3.944, 0.814, -0.076], [0.564, 0.368, 0.970], [3.765, -0.653, 0.311], [3.162, -1.621, 0.504], [1.829, -1.985, 0.275], [-1.171, 0.548, 0.382], [0.818, -1.221, 0.507], [-1.250, 1.635, 0.431], [1.918, -3.084, 0.154], [-1.472, 0.180, -0.557], [-1.806, 0.207, 1.192]]}

---

Winner for stability: i